{"formula": "C23H35N3O5S", "method": "ωB97M-V/def2-TZVPD", "species": ["C", "C", "O", "C", "C", "C", "C", "C", "C", "H", "H", "N", "C", "O", "C", "H", "H", "S", "O", "C", "C", "O", "N", "C", "H", "C", "H", "H", "C", "H", "C", "H", "H", "C", "H", "H", "H", "C", "H", "H", "C", "O", "N", "H", "C", "C", "H", "H", "H", "C", "H", "H", "H", "C", "H", "H", "H", "H", "H", "H", "H", "H", "H", "H", "H", "H", "H"], "xyz": [[-4.893, 3.278, -0.279], [-5.933, 2.195, -0.556], [-5.802, 1.079, 0.301], [-4.805, 0.175, 0.091], [-3.926, 0.167, -0.987], [-2.969, -0.826, -1.092], [-2.863, -1.824, -0.131], [-3.743, -1.821, 0.949], [-4.697, -0.832, 1.053], [-5.386, -0.820, 1.882], [-3.670, -2.588, 1.701], [-1.875, -2.801, -0.310], [-1.378, -3.666, 0.607], [-1.739, -3.767, 1.763], [-0.250, -4.501, 0.042], [0.124, -5.192, 0.793], [-0.566, -5.046, -0.845], [1.175, -3.436, -0.512], [0.567, -2.555, -1.517], [1.241, -2.419, 1.042], [2.379, -1.522, 0.639], [3.100, -1.953, -0.267], [2.540, -0.308, 1.170], [1.864, 0.146, 2.374], [1.052, -0.554, 2.573], [1.293, 1.578, 2.267], [1.432, 2.002, 1.275], [0.222, 1.553, 2.471], [2.013, 2.399, 3.339], [2.920, 2.847, 2.930], [2.375, 1.370, 4.407], [1.492, 1.118, 4.995], [3.153, 1.719, 5.084], [2.818, 0.162, 3.587], [3.846, 0.298, 3.249], [2.770, -0.769, 4.150], [1.388, 3.201, 3.727], [3.523, 0.569, 0.545], [3.798, 1.357, 1.243], [4.403, -0.017, 0.271], [2.899, 1.216, -0.714], [2.477, 2.357, -0.683], [2.867, 0.393, -1.765], [3.158, -0.566, -1.615], [2.126, 0.634, -3.007], [0.638, 0.776, -2.678], [0.481, 1.620, -2.010], [0.065, 0.936, -3.587], [0.288, -0.133, -2.194], [2.345, -0.592, -3.889], [1.833, -0.465, -4.839], [1.948, -1.478, -3.396], [3.405, -0.740, -4.084], [2.661, 1.897, -3.684], [2.121, 2.081, -4.609], [2.536, 2.751, -3.025], [3.718, 1.782, -3.911], [1.478, -3.073, 1.877], [0.298, -1.904, 1.204], [-1.314, -2.686, -1.153], [-2.290, -0.821, -1.933], [-3.972, 0.920, -1.757], [-5.900, 1.883, -1.608], [-6.934, 2.581, -0.345], [-5.073, 4.133, -0.925], [-3.887, 2.906, -0.456], [-4.963, 3.596, 0.758]], "forces_ev_per_a": [[-0.191, -0.377, 0.017], [0.055, 0.395, -0.169], [0.030, -0.193, 0.164], [0.090, -0.205, 0.120], [-0.265, 0.214, 0.023], [0.070, -0.222, 0.196], [-0.249, 0.299, 0.111], [0.038, -0.071, 0.034], [-0.075, 0.294, -0.215], [-0.083, -0.003, 0.105], [-0.001, -0.022, 0.026], [0.045, -0.075, -0.342], [0.097, -0.102, -0.251], [-0.082, -0.036, 0.244], [0.440, 0.338, 0.028], [-0.045, -0.029, 0.071], [0.094, -0.025, -0.086], [-0.737, -1.350, 1.547], [-0.205, 0.848, -1.181], [0.135, -0.504, -0.682], [0.318, 0.055, -0.044], [0.478, 0.332, 0.086], [-0.049, -0.110, -0.100], [-0.107, 0.013, 0.346], [0.077, 0.046, -0.047], [-0.026, 0.113, -0.023], [-0.084, -0.023, -0.028], [-0.040, -0.014, -0.012], [-0.148, -0.060, 0.081], [0.055, 0.051, -0.025], [0.141, 0.030, -0.042], [-0.040, 0.005, 0.080], [-0.024, -0.012, 0.105], [-0.194, 0.015, 0.127], [0.052, -0.007, -0.041], [0.082, -0.084, -0.026], [0.039, 0.101, -0.018], [0.066, 0.062, -0.321], [-0.028, -0.026, -0.081], [-0.047, 0.092, 0.111], [0.474, -0.196, 0.551], [-0.153, 0.366, -0.044], [0.050, -0.412, -0.457], [0.028, 0.150, 0.177], [-0.180, 0.268, -0.190], [0.168, 0.000, 0.026], [-0.050, 0.092, 0.037], [-0.094, 0.030, -0.144], [-0.063, -0.093, 0.037], [-0.016, 0.143, 0.187], [-0.052, 0.028, -0.096], [-0.046, -0.127, 0.025], [0.143, -0.009, -0.059], [-0.080, -0.106, 0.129], [-0.064, 0.006, -0.147], [0.000, 0.079, -0.015], [0.119, -0.013, -0.056], [0.016, -0.011, 0.158], [-0.083, -0.050, -0.042], [-0.027, -0.129, 0.211], [0.087, 0.010, -0.096], [-0.027, 0.096, -0.041], [-0.060, -0.010, 0.096], [0.123, -0.067, -0.118], [0.010, 0.112, -0.071], [0.097, 0.034, -0.023], [0.003, 0.059, 0.078]], "lowdin_charge": [-0.06, -0.25, -0.06, -0.27, -0.02, -0.01, -0.22, 0.00, 0.01, 0.12, 0.10, 0.12, -0.55, 0.06, -0.21, 0.10, 0.10, 1.01, -0.51, -0.17, -0.50, -0.05, 0.01, -0.25, 0.13, -0.11, 0.09, 0.12, -0.18, 0.11, -0.19, 0.11, 0.11, -0.13, 0.11, 0.11, 0.11, -0.02, 0.13, 0.14, -0.46, 0.05, 0.14, 0.11, -0.58, -0.03, 0.08, 0.09, 0.06, -0.03, 0.09, 0.07, 0.09, -0.03, 0.08, 0.07, 0.09, 0.12, 0.10, 0.10, 0.11, 0.11, 0.11, 0.12, 0.08, 0.07, 0.08], "de_lowest_kcal_mol": 14.8, "gap_ev": 8.426, "lumo_ev": 0.538}